# C6H18B3P3

One molecule with the formula C6H18B3P3 at a distorted geometry (ωB97M-V/def2-TZVPD, the OMol25 dataset).

```
30
Properties=species:S:1:pos:R:3:forces:R:3:lowdin_charge:R:1
B 1.48608 0.63788 1.42997 -1.187 0.148 -0.708 -0.67
H -2.82009 0.01175 -2.18378 -0.140 0.007 -0.103 0.03
P 0.42689 -0.91954 1.71598 0.468 0.305 2.913 0.86
H 3.15962 0.58082 -0.81560 0.676 -0.234 -0.006 0.03
C -0.86017 1.78361 -2.59915 1.408 2.061 0.717 -0.14
C 2.28623 0.81613 -1.39838 0.193 -0.486 -0.416 -0.35
P 1.21685 1.66244 -0.24095 -1.367 2.252 0.521 0.88
H -1.54276 -1.09963 -1.73441 0.284 -0.300 -0.081 0.04
C -2.42651 -1.39438 2.13377 -0.883 0.237 -0.976 -0.13
H 0.89384 -1.64581 -0.61640 -0.072 0.005 0.275 0.03
H -3.12157 -1.13184 -0.89753 0.182 -0.114 -0.154 0.04
H 2.57187 1.46249 -2.20717 0.195 0.188 -0.433 0.03
H 1.85869 -0.11057 -1.77430 0.083 -0.008 -0.143 0.03
H 1.82816 -2.51784 0.62831 0.038 0.001 -0.043 0.04
H 3.15811 0.21166 2.81905 -0.832 0.868 -0.112 0.08
H -3.37922 -1.38161 1.60642 -0.366 -0.211 0.075 0.04
H -2.64649 -0.98722 3.12574 0.396 0.504 -0.154 0.07
B -1.38268 -0.60804 1.27238 0.592 1.203 0.151 -0.70
H -0.93312 0.79728 -2.98612 -0.062 -0.832 -0.338 0.04
C 2.51872 1.08887 2.48738 1.514 -0.470 -0.509 -0.14
H 2.10328 1.57685 3.38045 -0.134 -0.279 -0.218 0.07
H 3.17994 1.81241 1.99371 0.095 0.094 0.369 0.04
C 0.87742 -2.03458 0.41177 0.087 -1.080 -1.400 -0.34
H 0.03285 2.26969 -2.99876 -0.155 -0.018 -0.703 0.05
H -2.16052 -2.41257 2.35629 0.368 -0.613 -0.105 0.05
H -1.71897 2.37822 -2.87953 -0.335 0.020 -0.125 0.06
P -1.79220 0.68917 -0.09672 -1.038 0.591 0.883 0.91
H 0.10161 -2.79996 0.47412 0.136 -0.297 -0.279 0.04
B -0.56525 1.76303 -1.05647 1.255 -3.449 1.352 -0.68
C -2.35059 -0.49873 -1.35007 -1.397 -0.095 -0.247 -0.34
```
Forces are in eV/Å.

SMILES string: CB1P(C)B(C)P(C)B(C)P1C
Frontier orbital gap (eV): 6.21
Largest force on an atom (eV/A): 3.91
Net charge: 0
Highest occupied orbital energy (eV): -6.83

# C3H10N2O3

A 2-piece molecular cluster, C3H10N2O3 overall at a distorted geometry (ωB97M-V/def2-TZVPD, the OMol25 dataset).

```
18
Properties=species:S:1:pos:R:3:forces:R:3:lowdin_charge:R:1
N -1.29947 -0.32613 0.11572 0.756 -0.528 0.827 -0.23
H -2.95008 0.77174 0.37844 0.135 -0.027 -0.058 0.09
C 1.14010 -1.39358 -1.08255 -0.790 -0.227 0.075 0.00
H -0.82111 -0.68897 1.04482 -1.989 0.031 -2.445 0.20
N -1.94567 0.89035 0.27506 0.287 -0.576 0.146 0.06
H 0.62051 -2.21929 -0.60251 0.163 -0.126 0.094 0.08
H -1.71991 1.49343 -0.51307 0.075 -0.068 -0.036 0.08
H 0.40214 1.49085 2.16607 0.220 0.056 0.182 0.08
H 2.17540 1.10519 2.15247 -0.147 -0.070 0.141 0.08
H 0.97984 -1.46472 -2.15829 -0.018 0.153 0.062 0.09
H 1.40804 1.93387 0.79602 -0.040 -0.186 -0.076 0.08
O 0.97470 -0.10397 1.00687 0.210 0.137 -2.419 -0.21
H -1.62073 -0.84582 -1.70064 0.117 0.001 0.285 0.09
C 1.25796 1.16884 1.56548 -0.308 0.224 -0.288 -0.12
O 0.48807 0.93178 -1.17887 0.590 -0.260 0.364 0.05
C 0.62492 -0.08716 -0.55018 0.783 1.351 1.863 -0.49
O -1.91854 -1.20420 -0.84643 -0.044 0.068 1.183 -0.03
H 2.20385 -1.45219 -0.86842 -0.003 0.049 0.101 0.09
```
Forces are in eV/Å.

SMILES string: COC(C)=O.NNO
Frontier orbital gap (eV): 10.10
Largest force on an atom (eV/A): 3.15
Net charge: 0
Highest occupied orbital energy (eV): -9.26
Energy relative to the best compared isomer or geometry (same formula, charge and spin) (eV): 4.696

# C6H10N

An isolated ion of composition C6H10N and charge +1 at a distorted geometry (ωB97M-V/def2-TZVPD, the OMol25 dataset).

```
17
Properties=species:S:1:pos:R:3:forces:R:3:lowdin_charge:R:1
C -2.57520 0.82487 -0.40921 -0.174 -0.053 -1.588 0.02
C 1.51452 -0.30747 1.02720 0.622 2.178 1.640 -0.06
C -1.27157 0.18827 -0.40604 1.179 -1.705 -0.374 -0.14
H 3.26773 -0.79917 -1.28847 -1.933 -0.760 0.612 0.12
H 1.81874 -1.23744 -2.34518 -0.165 0.317 0.448 0.08
H 0.86280 0.51202 1.47523 0.342 -1.070 -0.752 0.08
C -0.12633 -0.31924 -0.90624 -0.515 -0.140 0.774 0.05
H -1.08302 1.68882 0.99044 -0.530 0.366 -0.158 0.18
H -2.77649 1.63526 -1.11144 0.316 0.419 0.733 0.15
H -2.10315 0.51286 1.65919 0.652 -0.077 -1.134 0.21
C 2.12519 -0.94171 -1.33450 2.668 0.407 -1.287 0.09
H -3.48365 0.30809 -0.13120 0.073 -0.502 -0.229 0.14
H 1.40497 -1.16920 1.67101 -0.050 -0.326 0.037 0.09
H -0.14426 -0.53898 -1.94370 -0.644 -0.277 -0.910 0.11
N -1.69822 0.90522 0.77403 0.605 0.888 2.452 0.13
H 2.50801 0.14311 1.23197 -0.244 -0.672 -0.371 0.10
C 1.26351 -0.59234 -0.39616 -2.202 1.007 0.106 -0.35
```
Forces are in eV/Å.

SMILES string: C=C(C)/C=C1/C[NH2+]1
Frontier orbital gap (eV): 9.54
Largest force on an atom (eV/A): 2.99
Net charge: +1
Highest occupied orbital energy (eV): -13.26
Energy relative to the best compared isomer or geometry (same formula, charge and spin) (eV): 2.127

# CH6S2

A 2-piece molecular cluster, CH6S2 overall at a distorted geometry (ωB97M-V/def2-TZVPD, the OMol25 dataset).

```
9
Properties=species:S:1:pos:R:3:forces:R:3:lowdin_charge:R:1
S -1.93363 1.84543 -2.13251 0.103 -0.720 -1.775 0.43
H 1.89571 0.05698 1.55557 0.204 0.473 0.572 -0.17
H 1.01869 -2.77340 0.37604 0.432 1.568 0.109 0.05
C 1.05404 -1.63491 0.42278 1.165 -1.036 -0.873 -0.50
S 1.41726 -1.03780 2.13821 -0.474 -0.209 -1.230 0.60
H -1.40561 1.20039 -1.10850 0.279 -0.452 0.222 -0.28
H 1.84997 -1.18474 -0.24675 -0.575 -1.131 0.828 0.04
H -1.57683 0.88967 -3.13392 -0.379 1.167 1.563 -0.16
H 0.15585 -1.30154 -0.07044 -0.756 0.338 0.584 0.00
```
Forces are in eV/Å.

SMILES string: CS.S
Frontier orbital gap (eV): 9.79
Largest force on an atom (eV/A): 1.99
Net charge: 0
Highest occupied orbital energy (eV): -9.23
Energy relative to the best compared isomer or geometry (same formula, charge and spin) (eV): 0.646

Q: The lowest highest occupied orbital energy belongs to which entry?
A: C6H10N